Entry 1:
A single C2H2N2OS3 molecule at a distorted geometry. Source: the OMol25 dataset; level of theory: ωB97M-V/def2-TZVPD.

Energy ... -1456.52925 hartree
Relative energy (zero: lowest compared OMol25 entry of this formula, charge and spin) ... 488.3 kJ/mol

Structure (XYZ):
```
10
C2H2N2OS3, DFT ωB97M-V/def2-TZVPD
S 3.428 0.190 -0.569
S -1.811 2.390 -0.464
S 2.449 1.058 1.160
O -2.487 0.065 0.422
N -2.321 -1.135 1.011
N -0.266 0.626 0.702
C 0.886 0.891 0.872
C -1.498 0.918 0.274
H -3.245 -1.569 0.990
H 3.511 1.335 -1.240
```

Entry 2:
A molecular structure, C20H35N7RuSSb2 at a distorted geometry. Source: the OMol25 dataset; level of theory: ωB97M-V/def2-TZVPD.

Spin multiplicity ... 2
Expectation value of S² ... 1.104
Energy ... -2138.97699 hartree
Charge ... +3
Relative energy (zero: lowest compared OMol25 entry of this formula, charge and spin) ... 393.4 kJ/mol

Structure (XYZ):
```
66
C20H35N7RuSSb2, DFT ωB97M-V/def2-TZVPD
Sb 2.033 0.457 -0.201
Sb -0.131 -2.440 -0.732
Ru -0.860 0.132 0.065
S -2.387 0.158 2.207
N -0.480 4.679 0.578
N -0.345 2.356 0.461
N -3.179 2.921 -2.646
N -3.100 -1.048 0.012
N -1.835 1.292 -1.682
N -1.642 3.550 -1.076
N -4.718 -1.048 1.722
C -0.810 5.960 -0.023
C 0.025 -2.456 1.438
C -2.210 2.527 -1.800
C 4.624 -2.141 0.958
C -3.475 -0.703 1.265
C 1.858 1.447 -2.109
C 3.962 -4.301 1.772
C -5.292 -1.898 -0.388
C -3.976 -1.616 -0.790
C -0.798 3.500 0.021
C -5.629 -1.621 0.917
C 3.459 1.758 0.778
C 1.814 -3.519 -1.184
C -1.428 -4.163 -0.787
C 4.796 -3.176 1.847
C 3.654 -2.201 -0.055
C 2.813 -3.357 -0.136
C 0.240 4.717 1.839
C 2.974 -4.370 0.811
C 3.510 -1.085 -0.970
H 1.476 -4.547 -1.262
H 0.918 -2.999 1.738
H 2.980 2.658 1.150
H 1.529 2.472 -1.951
H -0.177 4.007 2.555
H 0.083 -1.438 1.857
H 1.120 0.927 -2.721
H 4.413 -0.489 -1.046
H -3.620 -1.884 -1.779
H -4.938 -0.838 2.695
H -3.616 2.271 -3.278
H -1.997 4.473 -1.293
H 2.131 -3.166 -2.159
H -5.994 -2.343 -1.072
H -3.442 3.885 -2.760
H 5.266 -1.275 1.022
H 5.566 -3.125 2.601
H 1.304 4.512 1.695
H -2.402 -3.918 -0.370
H -0.851 -2.954 1.849
H -6.604 -1.848 1.330
H -1.554 -4.515 -1.808
H 2.825 1.450 -2.610
H 4.104 -5.121 2.457
H -0.660 5.951 -1.105
H -2.337 0.674 -2.319
H 4.224 2.036 0.059
H -1.835 6.265 0.215
H 0.135 5.706 2.277
H -0.972 -4.950 -0.187
H 2.343 -5.244 0.754
H -0.136 6.711 0.383
H 3.911 1.230 1.614
H 0.214 2.453 1.306
H 3.123 -1.339 -1.953
```